Record 1
ORCA calculation (wB97M-V/def2-TZVPD) on C28H40BN8PtS2 as an isolated structure in a non-equilibrium geometry.

Element x y z (Å)
Pt: -0.5104 0.8945 0.3310
C: 3.8256 -2.4942 0.0313
C: 3.2333 -1.1253 0.0692
C: 3.8708 0.0948 0.0842
C: 2.8446 1.0578 0.1244
N: 1.6727 0.4442 0.1322
N: 1.9055 -0.9025 0.0919
B: 0.7555 -1.9599 0.0938
N: -0.0763 -1.8260 -1.2058
N: -0.1730 -0.6215 -1.8169
C: -0.7548 -0.8214 -2.9815
C: -1.0527 -2.1916 -3.1473
C: -0.5991 -2.7956 -1.9975
C: -0.6772 -4.2366 -1.6172
C: -0.9278 0.2805 -3.9982
C: -0.0447 -0.0561 -5.2102
C: -2.3915 0.3513 -4.4448
C: -0.4891 1.6295 -3.4343
N: -0.0301 -1.7659 1.4304
N: -0.1474 -0.5210 1.9765
C: -0.7858 -0.6538 3.1351
C: -1.0739 -2.0062 3.3542
C: -0.5742 -2.6767 2.2543
C: -0.6201 -4.1384 1.9614
C: -1.0911 0.4881 4.0781
C: -0.5183 0.1258 5.4563
C: -2.6148 0.6409 4.1778
C: -0.4805 1.8144 3.6333
C: 3.0451 2.5574 0.1492
C: 3.8456 2.9548 -1.0986
C: 1.7398 3.3457 0.1615
C: 3.8503 2.9155 1.4059
H: 4.9120 -2.4142 0.0222
H: 3.5106 -3.0415 -0.8578
H: 3.5285 -3.0817 0.9005
H: 4.9353 0.2619 0.0653
H: 1.2270 -3.0659 0.1083
H: -1.5332 -2.6785 -3.9809
H: -0.8911 -4.8318 -2.5043
H: -1.4793 -4.4133 -0.8985
H: 0.2530 -4.5938 -1.1742
H: -0.3263 -1.0143 -5.6522
H: 1.0045 -0.1151 -4.9127
H: -0.1461 0.7190 -5.9751
H: -2.7349 -0.6100 -4.8325
H: -2.5113 1.1019 -5.2307
H: -3.0371 0.6269 -3.6078
H: 0.5477 1.5895 -3.0945
H: -1.1081 1.9326 -2.5900
H: -0.5752 2.3926 -4.2134
H: -1.5695 -2.4492 4.2021
H: -0.8122 -4.6873 2.8825
H: 0.3145 -4.4923 1.5282
H: -1.4211 -4.3711 1.2588
H: -0.9461 -0.8039 5.8361
H: -0.7410 0.9212 6.1721
H: 0.5654 0.0028 5.4021
H: -3.0822 -0.2826 4.5260
H: -3.0349 0.8841 3.2000
H: -2.8670 1.4417 4.8777
H: 0.6095 1.7507 3.5834
H: -0.7519 2.5893 4.3556
H: -0.8478 2.1157 2.6532
H: 3.2893 2.7078 -2.0046
H: 4.8045 2.4345 -1.1380
H: 4.0392 4.0305 -1.0937
H: 1.1414 3.1515 -0.7295
H: 1.9669 4.4147 0.1953
H: 1.1294 3.1021 1.0334
H: 4.8087 2.3929 1.4255
H: 3.2972 2.6407 2.3062
H: 4.0448 3.9907 1.4337
S: -2.6244 -0.1936 0.2642
C: -3.2944 1.2727 -0.3398
S: -2.1730 2.5321 -0.1242
C: -4.5335 1.3986 -0.9340
C: -5.4002 0.2739 -1.0520
N: -6.1025 -0.6362 -1.1476
C: -4.9864 2.6455 -1.4535
N: -5.3549 3.6555 -1.8700

Forces on atoms 1 to 2 (eV/Å):
-2.01 -1.72 1.37
0.04 0.00 -0.02

Orbital gap (spin up / spin down) ... 6.9 / 6.9 eV
HOMO (spin up / spin down) ... -4.58 / -4.58 eV
Total charge ... -1

=====

Record 2
ORCA calculation (wB97M-V/def2-TZVPD) on C28H40BaN11S2 as an isolated structure in a non-equilibrium geometry.

Element x y z (Å)
Ba: 0.1249 -0.4599 0.8500
N: 4.0170 -0.7988 3.7395
C: 3.0298 -0.9046 2.8207
S: 1.4330 -0.9944 3.4392
N: 3.4519 -1.0093 1.5737
N: 2.5588 -0.9708 0.5786
C: 2.9978 -1.2351 -0.6021
C: 2.1554 -1.0703 -1.7694
C: 2.7337 -1.0642 -3.0436
C: 1.9367 -0.8412 -4.1485
C: 0.5703 -0.6604 -3.9683
C: 0.0774 -0.7042 -2.6768
N: 0.8360 -0.8819 -1.6016
H: 3.7612 -0.6525 4.6983
H: 4.9568 -0.5957 3.4424
H: 4.0337 -1.5381 -0.7482
H: 3.7991 -1.2171 -3.1469
H: 2.3632 -0.8088 -5.1415
H: -0.0935 -0.4913 -4.8035
H: -0.9850 -0.5800 -2.4917
C: -5.5408 -0.6635 -0.9885
N: -4.1893 -0.1462 -1.1423
C: -4.1440 1.2389 -1.5556
C: -3.1276 -0.7462 -0.5154
N: -2.1338 -0.1374 0.0706
C: -2.2645 1.1093 0.6988
C: -3.3964 1.3579 1.4881
C: -3.5314 2.5075 2.2393
C: -2.5083 3.4464 2.2417
C: -1.3725 3.2098 1.4950
C: -1.2239 2.0605 0.7070
N: 0.0234 1.8451 0.0863
C: 0.6121 2.8137 -0.5599
N: 1.9695 2.8829 -0.6470
C: 2.6181 3.1280 -1.9248
C: 2.8195 2.3295 0.3922
N: -0.0461 3.8256 -1.2129
C: 0.3625 5.2098 -1.0546
C: -1.3672 3.6327 -1.7613
N: -3.1313 -2.1111 -0.5842
C: -2.4110 -2.8988 0.3996
C: -3.3139 -2.7950 -1.8549
H: -6.0907 -0.5502 -1.9237
H: -6.0732 -0.0941 -0.2178
H: -5.5242 -1.7111 -0.7062
H: -4.7629 1.3545 -2.4472
H: -3.1242 1.5143 -1.8039
H: -4.5186 1.9256 -0.7897
H: -4.1627 0.5922 1.5287
H: -4.4221 2.6608 2.8326
H: -2.5842 4.3452 2.8372
H: -0.5408 3.9028 1.5340
H: 2.1256 3.9224 -2.4790
H: 2.6248 2.2259 -2.5477
H: 3.6501 3.4250 -1.7469
H: 2.2318 2.1856 1.2972
H: 3.6232 3.0399 0.6005
H: 3.2709 1.3796 0.1002
H: 1.3019 5.2590 -0.5112
H: -0.4003 5.7533 -0.4870
H: 0.4770 5.7007 -2.0239
H: -1.4683 2.5946 -2.0717
H: -1.4690 4.2706 -2.6412
H: -2.1676 3.8836 -1.0565
H: -2.4049 -2.3827 1.3592
H: -1.3828 -3.1239 0.0945
H: -2.9317 -3.8499 0.5184
H: -3.7902 -2.1361 -2.5754
H: -3.9303 -3.6848 -1.7169
H: -2.3430 -3.1166 -2.2489
S: 1.1939 -4.1280 0.4625
C: 2.2420 -4.3257 1.7579
N: 1.7363 -4.4580 3.0168
C: 2.4919 -4.4948 4.1369
C: 3.8457 -4.4671 4.0493
C: 4.4338 -4.4290 2.7683
C: 3.6536 -4.3800 1.6502
H: 0.7292 -4.4448 3.0851
H: 1.9593 -4.5383 5.0743
H: 4.4522 -4.4708 4.9403
H: 5.5109 -4.4273 2.6751
H: 4.0758 -4.3437 0.6580

Forces on atoms 1 to 2 (eV/Å):
0.27 -2.14 2.38
0.14 0.07 0.01

Orbital gap ... 7.1 eV
Relative energy (zero: lowest compared OMol25 entry of this formula, charge and spin) ... 4.9 kcal per mole
HOMO ... -9.53 eV
Total charge ... +1

=====

Record 3
ORCA calculation (wB97M-V/def2-TZVPD) on C28H40CeNO2 as an isolated structure in a non-equilibrium geometry.

Element x y z (Å)
O: -0.6497 2.0065 -1.9036
C: 0.0913 2.2996 -3.1270
C: -0.6848 3.5320 -3.4882
H: 0.0218 1.4537 -3.8184
H: 1.1385 2.5155 -2.9799
C: -1.6799 2.8991 -2.4261
H: -0.9579 3.6650 -4.5394
H: -0.2239 4.4448 -3.0887
C: -2.8413 2.0632 -2.9700
H: -2.4626 1.3182 -3.6876
H: -3.5661 2.7979 -3.4092
H: -3.3357 1.5567 -2.1215
C: -2.0906 3.9334 -1.4360
H: -1.2457 4.6003 -1.2501
H: -2.4884 3.5219 -0.4994
H: -2.9148 4.4324 -1.9729
Ce: 0.4027 -0.3394 -0.2073
C: 1.3542 1.2077 1.7122
C: 2.5582 0.6387 1.1978
C: 2.8122 1.2314 -0.0765
H: 3.1901 -0.0714 1.7377
C: 1.7905 2.1885 -0.3349
C: 0.8716 2.1668 0.7547
H: -0.0120 2.8053 0.8357
H: 0.9262 0.9665 2.6855
H: 3.6541 1.0165 -0.7339
H: 1.7752 2.8592 -1.1947
C: -1.3724 -0.8200 1.7229
C: -1.7007 0.5239 1.3818
C: -2.2730 0.5174 0.0670
H: -1.5626 1.3805 2.0701
C: -2.1724 -0.8350 -0.4566
C: -1.6760 -1.6774 0.6093
H: -1.5693 -2.7773 0.6096
H: -1.0413 -1.1364 2.7126
H: -2.8486 1.3635 -0.3510
H: -2.3501 -1.1622 -1.5017
O: -0.0494 -0.9338 -3.6618
C: -0.0449 -0.4118 -5.0944
C: 0.7148 -1.3907 -6.0371
H: 0.4681 0.5636 -5.0121
H: -1.0743 -0.1765 -5.3851
C: 1.4202 -2.3527 -5.0682
H: 1.4544 -0.7676 -6.5640
H: 0.0546 -1.8873 -6.7688
C: 1.0888 -1.7851 -3.6252
H: 2.5090 -2.4332 -5.2602
H: 1.0366 -3.3845 -5.1703
H: 1.9553 -1.1506 -3.3186
H: 0.8952 -2.5970 -2.9034
C: -0.5816 0.6815 5.7971
N: -0.3333 -0.3583 4.8170
C: -1.3107 -1.4661 4.9204
C: 1.0906 -0.6495 4.7220
C: 1.4411 -1.7935 3.7866
C: 2.1211 -2.9093 4.3415
C: 2.2693 -4.0870 3.5831
C: 1.7311 -4.1515 2.2919
C: 1.1009 -2.9980 1.7389
C: 1.1283 -1.8198 2.4363
H: -1.6057 1.0884 5.6956
H: 0.1624 1.4858 5.6183
H: -0.4468 0.2724 6.8307
H: -1.3348 -2.0933 4.0023
H: -1.1704 -2.1225 5.8140
H: -2.2950 -0.9563 5.0157
H: 1.5455 0.2760 4.3502
H: 1.5598 -0.8146 5.7178
H: 2.4641 -2.8400 5.3844
H: 2.7432 -4.9610 4.0426
H: 1.7826 -5.0687 1.6906
H: 0.6431 -3.0946 0.7498

Forces on atoms 1 to 2 (eV/Å):
0.99 0.14 -1.04
1.29 -0.70 -0.34

Orbital gap (spin up / spin down) ... 5.9 / 5.9 eV
Relative energy (zero: lowest compared OMol25 entry of this formula, charge and spin) ... 36.9 kcal per mole
HOMO (spin up / spin down) ... -10.09 / -10.10 eV
Total charge ... +1